(1)
The following is a DFT calculation (the ωB97M-V functional and the def2-TZVPD basis) of C16H15N3O3 in the gas phase at a distorted geometry.

Properties
- electronic energy (a.u.) = -1008.560136
- lowest unoccupied orbital energy (eV) = -0.5749

```
! RIJCOSX wB97M-V def2-TZVPD def2/J DEFGRID3
* xyz 0 1
O -1.59543 -0.95501 -1.45923
O 2.71709 -0.70802 0.06749
O 1.65950 -1.18879 -4.22312
N 0.16577 0.84768 3.01426
C -0.40903 -1.16182 -1.51562
C 1.88463 -0.91569 -0.78020
C 1.28132 -1.19120 -3.01428
C 2.93494 1.60641 -2.39367
C 3.96732 0.76236 -2.51787
C 0.51261 -1.12864 -0.38968
C -0.06152 -1.30849 0.73404
C -0.17929 -0.39485 2.99693
C -2.15336 3.96743 4.16597
C -1.13212 4.06307 3.31220
C -2.69178 2.65818 4.48630
C -0.37418 2.93016 3.01430
C -2.03825 1.48586 4.12586
C -0.77775 1.66509 3.44486
N -0.06077 -1.06786 -2.80573
N 2.33347 -1.10652 -2.09991
C 0.66937 -1.28149 2.13541
C 3.78024 -0.82504 -2.45521
H 3.13751 2.61909 -2.70250
H 1.96512 1.37524 -2.07075
H 4.97549 1.15632 -2.73743
H -1.20189 -1.32461 0.73377
H -1.06196 -0.76282 3.41754
H -2.66608 4.91924 4.39702
H -0.73223 5.07162 3.02314
H -3.60619 2.61093 5.07102
H 0.53476 3.14990 2.48002
H -2.53933 0.49652 4.25299
H -0.61102 -0.86948 -3.63582
H 1.61736 -0.82380 2.17145
H 0.76585 -2.23787 2.61920
H 4.55029 -1.28251 -1.78578
H 4.01908 -1.27105 -3.49742
*
```

(2)
The following is a DFT calculation (the ωB97M-V functional and the def2-TZVPD basis) of 14 unconnected molecules or ions with the total composition C6H37NO13 at a distorted geometry.

Properties
- electronic energy (a.u.) = -1283.372265
- <S²> = 0.754
- lowest unoccupied orbital energy (spin up / spin down) (eV) = -3.7634 / -8.0007

```
! RIJCOSX wB97M-V def2-TZVPD def2/J DEFGRID3
* xyz 1 2
C -0.03085 2.85578 0.52600
N 2.36893 1.69534 -0.90669
C 1.76753 1.12585 0.25653
C 0.64839 1.57328 0.84488
C 0.06000 0.78848 1.94096
C -0.88408 -0.16319 1.71813
C -1.47771 -0.96336 2.78485
H -0.25699 2.86194 -0.55870
H 0.64596 3.70480 0.74070
H -0.95844 2.97906 1.10426
H 3.37532 1.83252 -0.86569
H 1.95261 2.60054 -1.17384
H 2.29805 0.20423 0.56468
H 0.43233 1.03765 2.97037
H -1.18729 -0.39576 0.73183
H -1.00082 -0.76176 3.81210
H -1.31185 -2.06317 2.53832
H -2.56872 -0.76297 2.89241
H 0.71015 -1.63388 0.32816
H 1.01681 -3.06126 0.96861
O 1.44905 -2.26177 0.57350
H -0.09780 -2.46123 -2.22120
H -0.13650 -0.97268 -2.04490
O -0.69059 -1.74403 -1.94733
H 1.62640 0.08415 -3.54772
H 1.81738 0.57415 -2.06844
O 1.24745 -0.01081 -2.65393
H 2.80036 0.41275 3.17504
H 2.72076 1.74050 2.51753
O 2.74608 1.30626 3.35591
H 2.82678 -1.84513 3.25451
H 2.35949 -1.59924 1.86762
O 2.92175 -1.24557 2.56119
H -2.74266 -3.11299 -0.08824
H -1.50107 -2.38537 -0.57688
O -1.87366 -2.88238 0.15685
H -2.93946 1.62042 1.01264
H -2.39909 1.59176 2.38744
O -3.07001 2.01824 1.87248
H -0.83382 -3.82997 1.06198
H 0.16359 -5.12915 1.09205
O -0.02360 -4.25937 1.52841
H 1.88844 -2.60614 -1.17038
H 1.80105 -1.67070 -2.25775
O 1.76419 -2.59208 -2.07498
H -2.15804 -1.03487 -2.75765
H -3.07714 -0.01680 -2.07916
O -2.73218 -0.31488 -2.93059
H -2.00558 1.43432 -1.11243
H -3.38874 1.86451 -0.96889
O -2.84214 1.16947 -0.69781
H -1.56138 1.03964 -3.06718
H -0.10860 1.01500 -2.46090
O -0.90431 1.57805 -2.50868
H 0.44946 4.45418 -3.04231
H 0.10451 2.98588 -2.68950
O 0.80032 3.63180 -2.66818
*
```

(3)
The following is a DFT calculation (the ωB97M-V functional and the def2-TZVPD basis) of a gas-phase ion, C20H27N4 (charge +1) at a distorted geometry.

Properties
- electronic energy (a.u.) = -997.043902
- lowest unoccupied orbital energy (eV) = -2.2831

```
! RIJCOSX wB97M-V def2-TZVPD def2/J DEFGRID3
* xyz 1 1
C 3.23062 4.35907 2.46156
N 1.94066 4.21465 1.81247
C 1.03601 5.33307 2.02156
C 1.55211 3.00603 1.24522
C 0.38194 2.33148 1.65780
C 0.08853 1.07373 1.15456
C 0.78618 0.57007 0.06406
C 0.29530 -0.68432 -0.65434
C -1.18142 -0.81758 -0.81567
C -1.80261 -1.86777 -1.60387
C -1.32658 -2.84346 -2.47628
C -2.26002 -3.66577 -3.13915
C -3.64541 -3.48617 -2.97446
C -4.14034 -2.45988 -2.15103
C -3.20642 -1.68248 -1.48432
N -3.42594 -0.53994 -0.72320
C -4.72983 0.01281 -0.42847
C -2.21741 -0.00109 -0.35430
C 1.88796 1.27460 -0.43482
C 2.31673 2.43466 0.19472
H 3.81182 3.43863 2.33172
H 3.77001 5.21177 2.02500
H 3.09409 4.55650 3.53917
H 0.12908 5.21499 1.41659
H 0.75320 5.44697 3.08096
H 1.54299 6.26379 1.72201
H -0.25142 2.78368 2.41886
H -0.76484 0.53255 1.55778
H 0.79020 -0.78373 -1.62871
H -0.25619 -2.92725 -2.68034
H -1.91577 -4.44872 -3.81814
H -4.34842 -4.15447 -3.47467
H -5.20468 -2.28436 -2.01349
H -5.48630 -0.66150 -0.83429
H -4.86674 0.09932 0.65540
H -4.87339 1.00668 -0.87312
H -2.16334 0.94106 0.17540
H 2.37731 0.90437 -1.33989
H 3.20538 2.95426 -0.16872
C 2.70046 -2.97895 -0.72791
N 2.19776 -1.91791 0.16445
C 2.45738 -2.32056 1.55084
N 0.74223 -1.85407 0.05584
H 3.78034 -3.02735 -0.54359
H 2.25800 -3.96873 -0.47327
H 2.51847 -2.75092 -1.79101
H 3.54213 -2.34224 1.66755
H 1.99034 -1.58688 2.22320
H 2.03860 -3.32865 1.74274
H 0.41090 -1.82710 1.03594
H 0.44035 -2.75288 -0.36831
*
```

(4)
The following is a DFT calculation (the ωB97M-V functional and the def2-TZVPD basis) of a molecular structure, C4H6O2.

Properties
- electronic energy (a.u.) = -306.323846
- lowest unoccupied orbital energy (eV) = 0.0529

```
! RIJCOSX wB97M-V def2-TZVPD def2/J DEFGRID3
* xyz 0 1
C 1.11609 1.12330 0.07491
C -0.03230 0.62472 -0.76087
O 0.21130 -0.52127 -1.55115
C -0.75497 -0.64761 -0.52595
C -0.59453 -1.45820 0.63339
O -1.70798 -1.40802 1.25686
H 0.75479 1.74693 0.89981
H 1.68618 0.28540 0.48752
H 1.79125 1.73122 -0.53789
H -0.61289 1.39954 -1.26516
H -2.06157 -0.77182 0.28679
H 0.20463 -2.10418 1.00174
*
```

(5)
The following is a DFT calculation (the ωB97M-V functional and the def2-TZVPD basis) of 2 unconnected molecules or ions with the total composition C26H29N3O5 at a distorted geometry.

Properties
- electronic energy (a.u.) = -1548.589930
- lowest unoccupied orbital energy (eV) = -2.1441

```
! RIJCOSX wB97M-V def2-TZVPD def2/J DEFGRID3
* xyz 0 1
C -4.07322 1.59464 5.12730
C -2.59985 1.79117 4.73464
O -1.88117 2.62386 5.28853
N -2.29475 0.91631 3.73460
C -3.42638 0.18433 3.43167
O -3.61047 -0.67957 2.59953
O -4.51192 0.56195 4.27670
H -4.17215 1.31573 6.18507
H -4.65758 2.51309 4.97844
C 4.97408 -4.30268 4.91844
O 3.93568 -3.47233 5.49334
C 3.19301 -2.71507 4.64776
C 2.17134 -1.90615 5.21459
C 1.38524 -1.11872 4.40490
C 1.56067 -1.08192 2.98923
C 0.72296 -0.26496 2.15658
C 0.86207 -0.20793 0.77005
C 0.12299 0.55111 -0.13331
N 0.32259 0.53444 -1.47006
C -0.48806 1.34815 -2.38083
C -1.97582 0.98895 -2.36535
C -2.79949 1.80233 -3.34297
C -3.48894 1.16370 -4.37797
C -4.19772 1.91379 -5.31722
C -4.22741 3.31042 -5.21098
C -3.55738 3.94988 -4.16072
C -2.84958 3.19297 -3.22157
C 0.15668 1.05539 -3.74197
O -0.11903 1.57877 -4.81905
N 1.10848 0.09848 -3.54529
C 1.89281 -0.41950 -4.64354
C 1.34574 -0.27515 -2.15732
C 2.76995 0.14635 -1.76936
C 1.09140 -1.78213 -2.00852
C 2.59855 -1.89991 2.45064
C 3.39519 -2.70199 3.24772
H 5.42046 -4.80074 5.77820
H 4.55362 -5.04366 4.22324
H 5.72705 -3.69604 4.39486
H 2.04085 -1.93889 6.29394
H 0.59694 -0.50059 4.83706
H -0.06515 0.32112 2.63998
H 1.63536 -0.83412 0.33394
H -0.67505 1.21505 0.21719
H -0.35617 2.42458 -2.15477
H -2.06514 -0.08221 -2.60842
H -2.34162 1.13358 -1.33653
H -3.43608 0.07507 -4.44415
H -4.71724 1.40318 -6.12976
H -4.77537 3.89902 -5.94659
H -3.57741 5.03685 -4.06615
H -2.32192 3.67000 -2.39246
H 1.52285 0.01355 -5.57709
H 2.95471 -0.16513 -4.52743
H 1.80753 -1.51225 -4.69468
H 2.89408 1.21380 -2.00216
H 2.96412 0.00476 -0.70541
H 3.49846 -0.43921 -2.34368
H 0.09186 -2.01563 -2.40452
H 1.84540 -2.34137 -2.57714
H 1.12781 -2.10233 -0.96605
H 2.79668 -1.92512 1.37892
H 4.17489 -3.32109 2.79597
*
```

(6)
The following is a DFT calculation (the ωB97M-V functional and the def2-TZVPD basis) of 2 unconnected molecules or ions with the total composition C20H32N3O4 at a distorted geometry.

Properties
- electronic energy (a.u.) = -1246.210291
- lowest unoccupied orbital energy (eV) = -4.7188

```
! RIJCOSX wB97M-V def2-TZVPD def2/J DEFGRID3
* xyz 1 1
C -0.70740 1.91250 1.80916
C -0.77855 0.86521 0.72802
C -1.76170 -0.26505 0.94609
C -0.05035 0.95558 -0.38497
C -0.07538 -0.00855 -1.53466
C 1.28555 -0.21710 -2.21512
C 2.14826 -1.33910 -1.61612
C 3.01442 -1.97050 -2.73192
C 3.05244 -0.79244 -0.48456
C 2.95866 -1.42829 0.91312
N 1.62916 -2.04204 1.30260
C 1.05489 -1.49766 2.56666
C 1.84778 -1.93064 3.79068
C 1.84443 -3.45342 3.79598
N 2.30992 -4.04016 2.50901
C 1.82932 -3.39911 1.37359
N 1.55323 -4.10644 0.27650
H -0.11579 1.55860 2.66363
H -0.26877 2.84517 1.45029
H -1.70372 2.12116 2.20949
H -2.57613 -0.23184 0.21651
H -1.26951 -1.23979 0.84963
H -2.19022 -0.22224 1.94923
H 0.58197 1.83635 -0.50823
H -0.78454 0.34377 -2.29397
H -0.44485 -0.98322 -1.19579
H 1.85803 0.71825 -2.21958
H 1.09873 -0.45390 -3.26717
H 1.49166 -2.12233 -1.23940
H 3.99838 -2.28493 -2.37433
H 3.20113 -1.24014 -3.52485
H 2.50977 -2.81847 -3.20097
H 2.87312 0.27869 -0.36351
H 4.10066 -0.89011 -0.77976
H 3.77273 -2.14490 1.07462
H 3.10642 -0.65282 1.66777
H 0.99147 -0.41740 2.43390
H 0.03853 -1.89282 2.64084
H 1.38303 -1.52735 4.69258
H 2.86654 -1.53180 3.75198
H 0.83184 -3.82418 3.97456
H 2.47310 -3.87994 4.57685
H 3.32724 -4.09070 2.50067
H 0.64639 -4.00249 -0.15532
H 2.19907 -4.77147 -0.12727
C -4.79746 4.72629 -2.72214
C -4.66768 3.42286 -3.01167
C -3.80413 2.49265 -2.18402
O -3.76902 1.32275 -2.52995
C -3.08083 3.02979 -1.05765
C -3.20617 4.33286 -0.76780
C -4.08670 5.26213 -1.58317
O -4.12936 6.41962 -1.21083
O -2.59147 4.93337 0.23617
O -5.26911 2.82718 -4.02749
H -5.41277 5.39599 -3.30589
H -2.45690 2.35444 -0.49000
H -2.87597 5.87070 0.20279
H -5.00337 1.88744 -3.99481
*
```

(7)
The following is a DFT calculation (the ωB97M-V functional and the def2-TZVPD basis) of a molecular structure, C16H20BrCrN4O5PSe2Te3 at a distorted geometry.

Properties
- electronic energy (a.u.) = -10783.446049
- <S²> = 6.360
- lowest unoccupied orbital energy (spin up / spin down) (eV) = 3.9090 / 3.9099

```
! RIJCOSX wB97M-V def2-TZVPD def2/J DEFGRID3
* xyz -2 5
Cr -0.57083 1.04768 -1.29872
O -1.78929 -0.59164 -1.34310
N -1.55556 -1.88827 -1.56722
N -0.27211 -2.09472 -1.67362
O 0.54797 -1.08783 -1.41199
C 0.23190 -3.28319 -2.16754
C -0.64277 -4.34921 -2.37526
C -0.13835 -5.52235 -2.89021
C 1.21094 -5.63169 -3.19392
C 2.07151 -4.56805 -2.97409
C 1.58967 -3.38383 -2.45809
H -1.69356 -4.23876 -2.15251
H -0.80977 -6.35157 -3.06834
H 1.58569 -6.54979 -3.61898
H 3.12020 -4.64760 -3.21965
H 2.23915 -2.53012 -2.32361
Se -1.09377 1.48657 -3.26276
Te -1.02434 1.82259 -5.71078
Te 2.38670 1.13928 -4.82473
Se 0.96341 1.12293 -2.77188
Br 2.04880 3.00798 3.78271
C 2.32350 1.90366 2.24898
C 2.66816 0.56827 2.39017
C 2.88829 -0.16534 1.23498
C 2.73818 0.46574 0.00834
N 2.35224 1.73319 -0.11235
C 2.18379 2.45315 0.99000
H 2.75380 0.12640 3.37418
H 3.16633 -1.20997 1.27418
H 2.90391 -0.06700 -0.93019
H 1.91987 3.49790 0.86138
C -1.37185 -0.68840 3.41598
C -2.02886 -1.02628 2.09475
O -2.43654 0.12556 1.40674
P -1.32535 1.15178 0.79105
O -0.01991 0.40050 0.69366
Te -3.00489 1.99525 -0.78027
O -1.04198 2.21299 1.95832
C -2.09296 2.92680 2.55278
C -2.00124 4.40109 2.20792
H -1.11441 -1.61074 3.93383
H -2.04504 -0.08669 4.02775
H -0.45792 -0.11907 3.23426
H -2.93874 -1.62286 2.23435
H -1.32813 -1.62094 1.48736
H -1.99727 2.76331 3.63360
H -3.06213 2.51835 2.22448
H -0.99375 4.76343 2.41105
H -2.71083 4.96342 2.80975
H -2.23305 4.56240 1.15154
N -0.15312 4.04810 -0.53943
C -0.08412 2.85238 -0.73210
H 0.13842 4.87519 -1.03273
*
```

(8)
The following is a DFT calculation (the ωB97M-V functional and the def2-TZVPD basis) of 2 unconnected molecules or ions with the total composition CH3N3O at a distorted geometry.

Properties
- electronic energy (a.u.) = -279.337649
- lowest unoccupied orbital energy (eV) = 0.0399

```
! RIJCOSX wB97M-V def2-TZVPD def2/J DEFGRID3
* xyz 0 1
C 2.11311 -0.02380 0.78007
N 1.32650 -0.13547 -0.12909
N -2.10062 0.63821 -0.75283
N -1.14140 0.21014 -0.14743
O 2.98108 -0.05900 1.57011
H -2.69302 -0.13154 -1.18369
H 0.47494 0.38147 -0.16558
H -0.96058 -0.88000 0.02844
*
```

Record-wise energy above the lowest of the compared OMol25 structures with the same formula, charge and spin values, in kJ/mol: 492.6; 174.4; 0.0; 479.0; 303.8; 267.8; 835.1; 235.2